Entry 1:
The following is a DFT calculation (the ωB97M-V functional and the def2-TZVPD basis) of 13 unconnected molecules or ions with the total composition C34H83F9IN2O12S13.

HOMO	-10.0	eV
spin multiplicity	1
net charge	+1
total energy	-237548.9398	eV
frontier orbital gap	6.62	eV

Last column: Mulliken charge in e.
Geometry (Å):
F (3.66, -1.66, 1.65)  -0.1414
C (4.55, -2.77, 1.53)  0.8328
F (4.30, -3.56, 2.72)  -0.3629
C (4.14, -3.77, 0.32)  -0.5490
C (2.86, -4.66, 0.65)  -1.0620
C (1.48, -3.86, 0.78)  -0.5100
C (1.03, -3.03, -0.53)  -0.3415
C (1.01, -1.47, -0.12)  0.7834
C (1.91, -0.40, -0.83)  -0.3750
C (1.76, 1.06, -0.23)  -0.7138
N (0.91, 1.42, 0.83)  -0.8120
N (0.15, 0.46, 1.35)  0.3553
C (0.07, -0.93, 1.03)  -0.1869
I (-1.33, -2.19, 2.13)  0.3406
C (6.10, -2.39, 1.59)  0.4988
F (6.39, -2.07, 2.96)  -0.2255
F (6.96, -3.49, 1.29)  -0.2357
S (6.65, -0.93, 0.57)  1.2646
F (5.86, 0.18, 1.52)  -0.2717
F (8.05, -0.82, 1.53)  -0.3572
F (7.54, -1.98, -0.42)  -0.3466
F (5.42, -1.05, -0.54)  -0.2614
F (7.26, 0.35, -0.31)  -0.3302
H (5.01, -4.50, 0.10)  0.4476
H (3.97, -3.16, -0.63)  0.1913
H (2.73, -5.40, -0.24)  0.3373
H (2.96, -5.31, 1.59)  0.3303
H (1.53, -3.14, 1.67)  0.4803
H (0.62, -4.61, 0.99)  0.2330
H (1.86, -3.12, -1.32)  0.3291
H (0.02, -3.37, -0.98)  0.2231
H (2.60, -0.65, -1.69)  0.4165
H (2.40, 1.88, -0.72)  0.8677
H (-0.47, 0.76, 2.13)  0.2380
C (-3.58, -5.28, -0.64)  -0.6940
S (-2.24, -5.87, -1.69)  0.3824
O (-1.06, -4.98, -1.46)  -0.5859
C (-2.99, -5.38, -3.26)  -0.9990
H (-3.31, -5.45, 0.40)  0.0778
H (-3.74, -4.21, -0.80)  0.2954
H (-4.50, -5.83, -0.87)  0.4265
H (-3.18, -4.31, -3.26)  0.3110
H (-3.92, -5.93, -3.40)  0.3897
H (-2.30, -5.63, -4.06)  0.3319
C (-1.42, 3.53, -0.57)  -0.6247
S (-1.79, 3.71, 1.19)  0.5352
O (-2.43, 2.44, 1.65)  -0.6222
C (-3.10, 4.94, 0.98)  -0.7252
H (-0.65, 2.77, -0.68)  0.0025
H (-2.32, 3.21, -1.11)  0.3198
H (-1.06, 4.48, -0.97)  0.3780
H (-3.89, 4.53, 0.35)  0.3263
H (-2.69, 5.84, 0.53)  0.4326
H (-3.51, 5.18, 1.97)  -0.0094
C (-5.50, 4.41, 4.01)  -0.8135
S (-7.04, 5.35, 3.95)  0.4724
O (-7.01, 6.19, 2.71)  -0.6262
C (-6.66, 6.42, 5.35)  -0.8358
H (-5.49, 3.70, 3.18)  0.3396
H (-4.65, 5.09, 3.90)  0.1813
H (-5.43, 3.88, 4.95)  0.3746
H (-5.74, 6.98, 5.16)  0.2245
H (-6.56, 5.82, 6.25)  0.4021
H (-7.49, 7.13, 5.47)  0.2952
C (-2.75, -4.95, 5.71)  -0.8842
S (-3.31, -5.26, 4.02)  0.6275
O (-3.72, -3.94, 3.44)  -0.6106
C (-4.82, -6.14, 4.48)  -1.0687
H (-1.83, -4.37, 5.67)  0.3059
H (-3.51, -4.39, 6.26)  0.2280
H (-2.56, -5.90, 6.21)  0.3396
H (-5.45, -5.50, 5.11)  0.3711
H (-4.56, -7.05, 5.02)  0.3953
H (-5.36, -6.39, 3.57)  0.3097
C (5.44, 1.47, -4.04)  -1.1253
S (5.25, 1.79, -2.27)  0.7789
O (3.79, 1.73, -1.96)  -0.7841
C (5.71, 3.54, -2.35)  -1.1957
H (5.17, 0.43, -4.23)  0.2355
H (4.79, 2.13, -4.61)  0.3627
H (6.48, 1.62, -4.33)  0.5084
H (5.04, 4.07, -3.03)  0.3621
H (6.74, 3.63, -2.69)  0.4220
H (5.63, 3.96, -1.35)  0.3435
C (1.60, 0.66, -6.03)  -0.6681
S (2.93, 0.05, -7.09)  0.4771
O (4.11, 0.95, -6.88)  -0.6326
C (2.16, 0.52, -8.65)  -0.3005
H (1.89, 0.50, -4.99)  0.0710
H (1.44, 1.72, -6.21)  0.2701
H (0.69, 0.10, -6.24)  0.4039
H (1.97, 1.59, -8.66)  -0.0860
H (1.23, -0.03, -8.78)  0.1205
H (2.84, 0.26, -9.46)  0.3891
C (-4.99, -0.93, 5.58)  -0.7808
S (-3.64, -1.22, 6.74)  0.6019
O (-4.02, -2.40, 7.58)  -0.6517
C (-3.92, 0.26, 7.73)  -0.9753
H (-5.02, -1.77, 4.88)  0.1920
H (-5.94, -0.87, 6.11)  0.3527
H (-4.80, -0.01, 5.03)  0.3049
H (-4.94, 0.25, 8.14)  0.3094
H (-3.77, 1.15, 7.12)  0.3348
H (-3.21, 0.27, 8.56)  0.3270
C (3.49, 4.16, -10.36)  -0.9317
S (2.20, 4.76, -9.25)  0.5015
O (1.21, 3.65, -9.06)  -0.6352
C (1.47, 5.93, -10.41)  -0.9740
H (4.05, 3.37, -9.85)  0.2888
H (3.03, 3.74, -11.27)  0.3038
H (4.16, 4.97, -10.62)  0.4033
H (1.14, 5.41, -11.31)  0.3141
H (2.21, 6.70, -10.67)  0.3731
H (0.62, 6.41, -9.94)  0.3229
C (1.58, -3.46, -10.78)  -1.0359
S (0.54, -2.09, -10.21)  0.6977
O (-0.50, -2.66, -9.30)  -0.6752
C (-0.24, -1.77, -11.80)  -1.0137
H (2.14, -3.85, -9.92)  0.3157
H (0.95, -4.25, -11.19)  0.3553
H (2.28, -3.10, -11.53)  0.3475
H (-0.75, -2.67, -12.15)  0.3506
H (0.52, -1.46, -12.53)  0.3496
H (-0.96, -0.97, -11.68)  0.3066
C (6.05, 2.95, 4.98)  -0.9020
S (4.86, 1.61, 5.22)  0.5878
O (4.15, 1.87, 6.51)  -0.6670
C (6.09, 0.32, 5.54)  -0.8813
H (5.49, 3.87, 4.81)  0.3117
H (6.67, 3.06, 5.87)  0.3196
H (6.67, 2.73, 4.11)  0.2991
H (6.71, 0.60, 6.39)  0.3903
H (6.71, 0.19, 4.65)  0.2275
H (5.57, -0.61, 5.75)  0.2975
C (-1.49, -10.73, 3.06)  -0.9526
S (-1.78, -9.59, 4.43)  0.4433
O (-2.93, -8.72, 4.06)  -0.5250
C (-0.27, -8.63, 4.21)  -0.8506
H (-2.33, -11.41, 2.99)  0.3209
H (-1.39, -10.17, 2.13)  0.2781
H (-0.58, -11.30, 3.25)  0.3883
H (-0.25, -8.20, 3.21)  0.2332
H (0.60, -9.27, 4.36)  0.4064
H (-0.26, -7.82, 4.95)  0.2709
C (-7.07, 10.63, 4.90)  -0.9083
S (-5.71, 10.34, 6.05)  0.5092
O (-6.08, 9.17, 6.90)  -0.5987
C (-5.97, 11.83, 7.04)  -0.9665
H (-7.12, 9.78, 4.21)  0.2795
H (-8.01, 10.70, 5.45)  0.3042
H (-6.89, 11.54, 4.34)  0.3910
H (-6.98, 11.83, 7.45)  0.3089
H (-5.82, 12.71, 6.41)  0.3721
H (-5.24, 11.84, 7.85)  0.3168


Entry 2:
The following is a DFT calculation (the ωB97M-V functional and the def2-TZVPD basis) of a molecular structure, C34H86BaF3N6O13S.

HOMO	-8.8	eV
spin multiplicity	1
ΔE to the lowest compared entry with this formula, charge and spin	301.2	kcal/mol
net charge	+1
total energy	-91873.7993	eV
frontier orbital gap	2.07	eV

Last column: Mulliken charge in e.
Geometry (Å):
Ba (2.11, 6.29, 4.62)  1.9032
C (0.42, 0.15, -0.08)  0.5741
F (0.70, -0.64, -1.11)  -0.2172
F (-0.14, 1.31, -0.45)  -0.2204
F (-0.48, -0.49, 0.66)  -0.2252
S (1.99, 0.52, 0.98)  1.1015
O (1.65, 1.70, 1.77)  -0.6993
O (2.27, -0.66, 1.75)  -0.6440
O (3.05, 0.86, 0.05)  -0.6634
C (8.74, 5.15, 7.36)  -1.4981
C (7.36, 4.86, 6.78)  0.3585
C (6.57, 3.81, 7.54)  -0.7947
O (5.37, 3.54, 6.90)  -0.2559
C (4.68, 2.44, 7.42)  -0.7642
N (6.62, 6.13, 6.84)  -0.6557
H (8.76, 5.85, 8.20)  0.3507
H (9.49, 5.61, 6.72)  0.3988
H (9.33, 4.27, 7.63)  0.3738
H (7.53, 4.49, 5.77)  0.2550
H (6.34, 4.21, 8.53)  0.3501
H (7.14, 2.90, 7.72)  0.4470
H (5.33, 1.58, 7.26)  0.2852
H (3.74, 2.18, 6.95)  0.2750
H (4.55, 2.56, 8.49)  0.3214
H (6.53, 6.35, 7.82)  0.2821
H (7.28, 6.84, 6.55)  0.3006
C (4.05, 6.77, -2.04)  -1.5491
C (3.29, 6.99, -0.73)  0.1952
C (1.78, 6.84, -1.04)  -0.8006
O (1.02, 6.98, 0.14)  -0.2653
C (-0.37, 7.03, -0.03)  -0.7441
N (3.96, 6.16, 0.30)  -0.5644
H (4.09, 5.71, -2.30)  0.4136
H (5.10, 7.02, -1.91)  0.4337
H (3.64, 7.42, -2.81)  0.4081
H (3.47, 8.04, -0.51)  0.2408
H (1.62, 5.86, -1.48)  0.4078
H (1.46, 7.57, -1.78)  0.3889
H (-0.73, 7.94, -0.53)  0.2975
H (-0.84, 6.84, 0.93)  0.2160
H (-0.68, 6.19, -0.65)  0.3276
H (4.95, 6.23, 0.10)  0.2964
H (3.76, 5.26, -0.10)  0.3465
C (-3.76, 1.42, 6.97)  -1.3652
C (-3.41, 2.10, 5.63)  0.2704
C (-4.56, 2.06, 4.53)  -0.6581
O (-5.64, 2.90, 5.03)  -0.3423
C (-6.83, 2.91, 4.26)  -0.7866
N (-3.00, 3.47, 5.88)  -0.7559
H (-3.03, 1.61, 7.75)  0.3603
H (-3.88, 0.34, 6.99)  0.3614
H (-4.64, 1.94, 7.36)  0.3405
H (-2.56, 1.57, 5.20)  0.3130
H (-4.70, 0.98, 4.41)  0.3633
H (-4.20, 2.39, 3.56)  0.3897
H (-6.58, 3.20, 3.24)  0.3217
H (-7.36, 3.81, 4.57)  0.2675
H (-7.35, 1.95, 4.29)  0.2824
H (-2.91, 3.52, 6.89)  0.2823
H (-3.93, 3.85, 5.87)  0.3673
C (0.43, 6.75, -8.25)  -1.3163
C (-0.84, 6.38, -9.10)  0.2868
C (-1.46, 5.05, -8.51)  -0.7275
O (-2.20, 5.34, -7.27)  -0.3736
C (-2.47, 4.09, -6.60)  -0.7439
N (-1.76, 7.47, -9.06)  -0.7271
H (0.20, 7.23, -7.30)  0.2608
H (0.99, 7.53, -8.76)  0.3778
H (1.03, 5.84, -8.17)  0.3464
H (-0.63, 6.16, -10.14)  0.3988
H (-0.74, 4.24, -8.44)  0.4405
H (-2.25, 4.75, -9.21)  0.3562
H (-3.16, 3.41, -7.09)  0.2864
H (-2.88, 4.42, -5.65)  0.2404
H (-1.51, 3.59, -6.43)  0.3262
H (-2.32, 7.27, -8.24)  0.2939
H (-2.41, 7.51, -9.83)  0.2744
C (0.74, -8.17, 1.14)  -1.3719
C (1.48, -7.90, 2.47)  0.3852
C (1.53, -9.19, 3.33)  -0.5607
O (0.21, -9.38, 3.91)  -0.3253
C (0.17, -10.55, 4.77)  -0.7527
N (2.82, -7.36, 2.11)  -0.6570
H (0.42, -7.18, 0.81)  0.3401
H (-0.15, -8.78, 1.33)  0.3223
H (1.30, -8.63, 0.33)  0.3397
H (0.87, -7.17, 2.99)  0.3005
H (2.30, -9.01, 4.08)  0.3379
H (1.72, -9.96, 2.58)  0.3010
H (0.98, -10.80, 5.46)  0.3191
H (0.03, -11.44, 4.14)  0.2923
H (-0.67, -10.43, 5.44)  0.2636
H (3.53, -7.71, 2.75)  0.2212
H (2.82, -6.35, 2.18)  0.2449
C (7.13, -3.78, -4.55)  -0.3225
C (6.26, -3.67, -3.28)  -0.2835
O (5.25, -4.62, -3.44)  -0.5151
O (8.34, -2.93, -4.42)  -0.5255
H (6.59, -3.51, -5.47)  0.3032
H (7.44, -4.82, -4.61)  0.2091
H (5.80, -2.69, -3.25)  0.2045
H (6.82, -3.80, -2.36)  0.3128
H (5.05, -5.05, -2.60)  0.3111
H (8.42, -2.42, -5.23)  0.3060
C (8.90, -1.20, 3.13)  -0.2839
C (10.14, -0.92, 4.01)  -0.4350
O (11.16, -1.85, 3.82)  -0.5299
O (8.86, -0.48, 1.90)  -0.5356
H (8.09, -0.66, 3.63)  0.2496
H (8.72, -2.25, 2.94)  0.2785
H (9.83, -0.85, 5.05)  0.3224
H (10.56, 0.08, 3.93)  0.2940
H (11.36, -1.83, 2.88)  0.3236
H (7.95, -0.33, 1.64)  0.3167
C (-6.51, -4.93, -2.62)  -1.6563
C (-7.63, -3.89, -2.97)  1.2840
C (-7.18, -3.01, -4.24)  -1.0943
C (-7.45, -3.77, -5.62)  -0.7102
C (-8.86, -4.29, -5.60)  -1.3343
C (-9.27, -5.19, -4.43)  1.4480
N (-8.90, -4.55, -3.15)  0.2093
O (-9.41, -5.12, -1.98)  -0.4207
C (-10.84, -5.31, -4.48)  -1.7834
C (-8.67, -6.58, -4.68)  -1.5982
C (-7.73, -2.90, -1.77)  -1.7972
H (-6.83, -5.52, -1.76)  0.3926
H (-6.16, -5.46, -3.50)  0.3327
H (-5.61, -4.38, -2.33)  0.4569
H (-7.64, -2.02, -4.22)  0.4143
H (-6.10, -2.89, -4.17)  0.3915
H (-7.30, -3.09, -6.45)  0.4320
H (-6.83, -4.64, -5.84)  0.3119
H (-9.13, -4.59, -6.61)  0.4737
H (-9.52, -3.42, -5.57)  0.4173
H (-11.25, -5.82, -5.35)  0.3581
H (-11.23, -4.30, -4.48)  0.4372
H (-11.28, -5.89, -3.67)  0.3754
H (-9.06, -6.99, -5.62)  0.4189
H (-8.71, -7.26, -3.83)  0.3256
H (-7.60, -6.51, -4.89)  0.3652
H (-8.45, -2.09, -1.90)  0.4444
H (-8.11, -3.33, -0.84)  0.3540
H (-6.73, -2.46, -1.70)  0.4011
H (-8.94, -5.95, -1.89)  0.3508